A 2-piece molecular cluster, C41H47F6N6S overall at a distorted geometry, computed with the ωB97M-V functional and the def2-TZVPD basis.

Output
E_tot: -2916.25116 Ha
net charge: +1

Atoms and positions in Å:
F  -3.8946  -0.0569  8.2304
C  -2.8515  -0.9450  8.1718
F  -1.8017  -0.3888  8.8412
F  -3.2402  -2.0587  8.8732
C  -2.5121  -1.2855  6.7485
C  -1.2160  -1.1204  6.2758
C  -0.9254  -1.4384  4.9391
N  0.3667  -1.1768  4.4703
C  0.7730  -1.1399  3.1463
S  -0.2537  -1.0721  1.8339
N  2.1437  -1.1651  3.0390
C  2.7801  -1.3899  1.7292
C  2.3607  -0.2720  0.7892
C  2.6692  1.1606  1.3039
C  3.5742  1.7672  0.2243
C  4.1475  0.5582  -0.5273
N  3.0591  -0.4024  -0.4662
C  -1.9102  -1.9877  4.1233
C  -3.2050  -2.1141  4.6189
C  -4.2895  -2.6460  3.7396
F  -5.4182  -1.8667  3.8019
F  -3.9176  -2.6879  2.4181
F  -4.6634  -3.9170  4.0802
C  -3.5283  -1.7744  5.9300
H  -0.4370  -0.7228  6.9219
H  1.0771  -0.9411  5.1651
H  2.6352  -1.6081  3.8169
H  3.8697  -1.3550  1.8732
H  2.4812  -2.3628  1.3027
H  1.2726  -0.3965  0.5639
H  1.7190  1.6982  1.4192
H  3.1633  1.1127  2.2850
H  2.9442  2.3561  -0.4569
H  4.3506  2.4191  0.6311
H  4.4529  0.7849  -1.5516
H  5.0266  0.1690  0.0156
H  3.2418  -1.3396  -0.8103
H  -1.7066  -2.3047  3.0948
H  -4.5407  -1.9058  6.3013
C  3.9270  -2.8446  -7.7454
N  4.4822  -1.8350  -6.8675
C  5.8959  -1.5711  -7.0489
C  3.7452  -1.3599  -5.8246
C  4.2328  -0.3209  -4.9813
C  3.4700  0.1455  -3.9303
C  2.2153  -0.4428  -3.6191
C  1.4441  0.0450  -2.5166
C  0.0967  -0.1843  -2.3435
C  -0.7070  0.4644  -1.3671
C  -1.9949  -0.1197  -1.0169
C  -2.2083  -1.5081  -1.1968
C  -3.4383  -2.0921  -0.9717
C  -4.5058  -1.3122  -0.4607
N  -5.7123  -1.8796  -0.1784
C  -6.6406  -1.2456  0.7367
C  -6.0638  -3.1943  -0.6679
C  -4.3059  0.0774  -0.2558
C  -3.0915  0.6613  -0.5623
C  -0.2780  1.7289  -0.7946
C  0.5303  2.6355  -1.5262
C  0.8185  3.9014  -1.0512
C  0.3021  4.3454  0.1956
N  0.4771  5.6290  0.6287
C  -0.2771  6.1631  1.7436
C  1.4633  6.5273  0.0673
C  -0.4346  3.4111  0.9741
C  -0.6913  2.1352  0.5030
C  1.7255  -1.4749  -4.4659
C  2.4462  -1.8811  -5.5725
H  2.9826  -2.4923  -8.1846
H  4.6495  -3.0458  -8.5415
H  3.7208  -3.7780  -7.1965
H  6.3072  -0.9910  -6.2216
H  6.4445  -2.5221  -7.1035
H  6.0767  -1.0287  -7.9872
H  5.2000  0.1403  -5.1722
H  3.8146  1.0018  -3.3401
H  1.9380  0.7720  -1.8766
H  -0.4149  -0.8788  -3.0128
H  -1.3726  -2.1392  -1.5012
H  -3.5774  -3.1582  -1.1539
H  -6.1000  -0.7997  1.5845
H  -7.2163  -0.4520  0.2343
H  -7.3311  -2.0078  1.1158
H  -5.6300  -3.3650  -1.6606
H  -5.7080  -3.9853  0.0092
H  -7.1551  -3.2649  -0.7345
H  -5.1320  0.6882  0.1160
H  -2.9894  1.7429  -0.4629
H  0.8929  2.3658  -2.5203
H  1.3895  4.5766  -1.6854
H  -1.2797  5.7254  1.7808
H  0.2264  5.9616  2.6998
H  -0.3634  7.2490  1.6278
H  2.1525  6.0069  -0.6035
H  0.9829  7.3498  -0.4810
H  2.0406  6.9869  0.8804
H  -0.8254  3.7001  1.9504
H  -1.2273  1.4264  1.1442
H  0.7661  -1.9461  -4.2502
H  2.0183  -2.6269  -6.2435

Force components x, y, z for each atom (eV/Å):
F 0.9 -0.8 0.0
C -0.4 0.1 0.9
F -0.9 -0.4 -0.5
F 0.3 1.1 -0.6
C 0.1 -0.2 0.0
C -0.2 0.0 -0.5
C -0.2 0.2 0.4
N 0.6 0.0 -0.5
C 0.5 -0.3 0.5
S -0.5 -0.3 0.7
N -0.2 -0.8 0.1
C -0.4 0.6 0.5
C -0.6 -0.1 -0.8
C -0.2 -0.7 0.0
C -0.2 0.1 -0.4
C 0.4 -0.3 0.7
N 0.6 0.3 -0.7
C -0.6 -0.4 -0.2
C 0.3 0.1 0.5
C -0.7 -0.5 -0.9
F 0.9 -0.7 0.0
F -0.4 0.0 1.1
F 0.2 1.1 -0.3
C 0.2 0.0 -0.2
H -0.2 0.0 -0.1
H -0.5 -0.2 -0.3
H -0.3 0.3 -0.3
H -0.3 -0.1 0.0
H 0.1 0.2 0.2
H 1.5 0.4 0.2
H 0.4 0.0 0.1
H -0.1 0.1 -0.3
H 0.3 -0.1 0.1
H -0.1 -0.1 -0.1
H 0.0 -0.1 0.2
H 0.1 0.3 -0.2
H 0.1 0.2 0.3
H -0.1 0.2 0.9
H 0.2 0.1 0.0
C -0.2 -0.1 0.0
N -0.1 0.0 0.2
C 0.2 0.1 -0.1
C 0.2 0.2 0.0
C -0.2 0.1 0.1
C -0.3 -0.4 -0.1
C 0.1 -0.5 -0.3
C -0.5 1.0 -0.5
C -0.1 -0.2 0.2
C 0.1 -0.1 0.0
C 0.2 0.3 -0.1
C -0.3 -0.1 -0.1
C 0.4 0.1 -0.1
C -0.5 -0.1 0.1
N 0.4 0.2 -0.1
C -0.1 0.4 0.0
C 0.1 -0.3 0.1
C 0.3 0.1 0.1
C -0.1 -0.3 0.2
C 0.1 0.0 0.3
C -0.3 0.4 0.1
C -0.1 -0.2 0.0
C 0.0 0.2 0.0
N 0.0 -0.4 -0.2
C 0.0 -0.1 0.3
C 0.1 0.3 -0.1
C -0.1 -0.2 -0.1
C -0.2 0.3 -0.3
C 0.6 0.5 -0.1
C -0.2 -0.1 0.2
H 0.3 -0.1 0.0
H -0.3 0.0 0.1
H 0.1 0.1 -0.2
H -0.1 -0.2 -0.2
H -0.1 0.2 0.1
H 0.0 0.0 0.2
H -0.4 -0.1 0.0
H -0.1 -0.4 -0.3
H -0.3 -0.4 -0.3
H 0.2 0.1 0.3
H -0.2 0.2 0.1
H 0.1 0.4 0.2
H -0.2 -0.2 -0.2
H 0.0 -0.2 0.2
H 0.2 0.3 0.0
H -0.2 0.0 0.2
H -0.1 0.0 -0.1
H 0.3 0.0 -0.1
H 0.4 -0.2 -0.2
H 0.0 -0.3 -0.1
H -0.4 0.2 0.3
H -0.2 -0.2 0.2
H 0.2 0.2 -0.1
H -0.1 0.1 -0.1
H 0.0 -0.2 0.0
H -0.1 0.2 0.3
H 0.1 -0.2 0.0
H 0.0 -0.2 -0.1
H 0.3 -0.2 -0.3
H 0.2 0.3 -0.3
H 0.3 0.1 -0.1
H 0.2 0.2 0.4

Löwdin atomic charge list, values in e, 99 entries: number 1, F, carries 0.124; number 2, C, carries -0.514; number 3, F, carries 0.120; number 4, F, carries 0.126; number 5, C, carries -0.102; number 6, C, carries 0.067; number 7, C, carries -0.211; number 8, N, carries 0.063; number 9, C, carries -0.681; number 10, S, carries 0.859; number 11, N, carries 0.001; number 12, C, carries -0.152; number 13, C, carries -0.406; number 14, C, carries -0.103; number 15, C, carries -0.145; number 16, C, carries -0.194; number 17, N, carries -0.053; number 18, C, carries 0.005; number 19, C, carries -0.095; number 20, C, carries -0.500; number 21, F, carries 0.113; number 22, F, carries 0.108; number 23, F, carries 0.132; number 24, C, carries 0.059; number 25, H, carries 0.130; number 26, H, carries 0.155; number 27, H, carries 0.145; number 28, H, carries 0.134; number 29, H, carries 0.127; number 30, H, carries 0.008; number 31, H, carries 0.092; number 32, H, carries 0.114; number 33, H, carries 0.084; number 34, H, carries 0.113; number 35, H, carries 0.084; number 36, H, carries 0.116; number 37, H, carries 0.135; number 38, H, carries 0.038; number 39, H, carries 0.146; number 40, C, carries -0.059; number 41, N, carries -0.187; number 42, C, carries -0.045; number 43, C, carries -0.206; number 44, C, carries -0.005; number 45, C, carries -0.023; number 46, C, carries -0.215; number 47, C, carries -0.026; number 48, C, carries -0.026; number 49, C, carries -0.091; number 50, C, carries -0.202; number 51, C, carries -0.030; number 52, C, carries -0.003; number 53, C, carries -0.225; number 54, N, carries -0.184; number 55, C, carries -0.054; number 56, C, carries -0.053; number 57, C, carries 0.005; number 58, C, carries -0.007; number 59, C, carries -0.178; number 60, C, carries -0.026; number 61, C, carries -0.011; number 62, C, carries -0.203; number 63, N, carries -0.185; number 64, C, carries -0.054; number 65, C, carries -0.049; number 66, C, carries -0.009; number 67, C, carries -0.056; number 68, C, carries -0.004; number 69, C, carries -0.009; number 70, H, carries 0.097; number 71, H, carries 0.093; number 72, H, carries 0.101; number 73, H, carries 0.072; number 74, H, carries 0.098; number 75, H, carries 0.101; number 76, H, carries 0.100; number 77, H, carries 0.107; number 78, H, carries 0.081; number 79, H, carries 0.108; number 80, H, carries 0.119; number 81, H, carries 0.108; number 82, H, carries 0.082; number 83, H, carries 0.098; number 84, H, carries 0.097; number 85, H, carries 0.090; number 86, H, carries 0.100; number 87, H, carries 0.095; number 88, H, carries 0.111; number 89, H, carries 0.121; number 90, H, carries 0.124; number 91, H, carries 0.105; number 92, H, carries 0.088; number 93, H, carries 0.101; number 94, H, carries 0.095; number 95, H, carries 0.077; number 96, H, carries 0.100; number 97, H, carries 0.097; number 98, H, carries 0.108; number 99, H, carries 0.087